# 1
# C12H12ClNO

One molecule with the formula C12H12ClNO at a distorted geometry (ωB97M-V/def2-TZVPD, the OMol25 dataset).

Calculated values
Molar mass   221.69 g/mol
Relative energy (zero: lowest compared OMol25 entry of this formula, charge and spin)   20.6 kcal per mole
Frontier orbital gap   0.3245 hartree
Structure (SMILES)   N[C@]1(c2ccccc2Cl)CCC=CC1=O

Geometry (Å):
N 2.079 0.283 0.745
C 0.738 -0.170 0.284
C -0.049 0.853 -0.491
C 0.402 2.252 -0.696
C -0.338 3.189 -1.409
C -1.536 2.799 -2.031
C -2.013 1.522 -1.851
C -1.341 0.578 -1.004
Cl -2.339 -0.848 -0.849
C -0.038 -0.410 1.636
C 0.086 -1.822 2.164
C 0.110 -2.980 1.192
C 0.572 -2.748 -0.059
C 0.982 -1.492 -0.606
O 1.210 -1.369 -1.839
H 2.552 -0.532 1.154
H 2.649 0.573 0.005
H 1.405 2.467 -0.208
H 0.117 4.145 -1.507
H -2.132 3.519 -2.591
H -2.920 1.208 -2.327
H -1.060 -0.062 1.592
H 0.372 0.325 2.398
H 1.036 -1.852 2.760
H -0.773 -1.962 2.831
H -0.204 -3.948 1.525
H 0.435 -3.521 -0.817

# 2
# C12H12F5N4O5STl

C12H12F5N4O5STl as an isolated structure (ωB97M-V/def2-TZVPD, the OMol25 dataset).

Calculated values
Molar mass   623.69 g/mol
Relative energy (zero: lowest compared OMol25 entry of this formula, charge and spin)   12.1 kcal per mole
Frontier orbital gap   0.2409 hartree
Total charge   -2

Geometry (Å):
Tl 2.065 -0.749 -0.141
N 0.931 1.480 1.164
C 0.997 0.971 2.528
C 2.404 0.456 2.892
O 2.822 0.690 4.046
N 3.026 -0.214 1.935
C 4.366 -0.666 2.224
C 5.076 -1.356 1.040
O 6.268 -1.657 1.218
O 4.395 -1.580 -0.010
H -0.005 1.666 0.817
H 1.489 2.317 1.054
H 0.722 1.701 3.296
H 0.304 0.128 2.607
H 5.003 0.162 2.554
H 4.382 -1.380 3.058
C -1.532 -4.151 2.791
O -1.890 -4.077 1.414
C -1.185 -3.132 0.721
O -0.353 -2.424 1.233
N -1.554 -3.150 -0.578
N -1.051 -2.289 -1.558
H -2.141 -4.948 3.211
H -1.740 -3.208 3.295
H -0.473 -4.379 2.905
H -2.216 -3.839 -0.881
H -1.347 -1.327 -1.380
H -0.037 -2.290 -1.509
F -2.744 4.938 -5.387
C -2.572 4.047 -4.387
C -2.809 2.700 -4.591
F -3.218 2.282 -5.806
C -2.631 1.795 -3.563
F -2.891 0.509 -3.845
C -2.212 2.161 -2.274
S -2.006 1.029 -0.989
C -1.984 3.538 -2.119
F -1.582 4.023 -0.933
C -2.155 4.458 -3.134
F -1.921 5.767 -2.917

# 3
# C12H12N2O2

One molecule with the formula C12H12N2O2 at a distorted geometry (ωB97M-V/def2-TZVPD, the OMol25 dataset).

Calculated values
Molar mass   216.24 g/mol
Relative energy (zero: lowest compared OMol25 entry of this formula, charge and spin)   175.8 kcal per mole
Frontier orbital gap   0.3669 hartree
Structure (SMILES)   C#CCN[C@]1([N+](=O)[O-])CCc2ccccc21

Geometry (Å):
C -2.301 0.406 -3.497
C -2.711 0.401 -2.369
C -2.826 0.075 -0.940
N -1.736 0.653 -0.120
C -0.413 0.063 -0.300
N 0.202 0.779 -1.479
O -0.013 1.959 -1.529
O 0.822 0.133 -2.259
C -0.447 -1.386 -0.471
C 0.947 -1.891 -0.013
C 1.304 -0.856 1.099
C 2.334 -0.819 2.056
C 2.583 0.320 2.728
C 1.861 1.525 2.505
C 0.799 1.521 1.622
C 0.585 0.289 0.945
H -2.099 0.791 -4.443
H -3.130 -1.031 -0.829
H -3.637 0.487 -0.488
H -1.669 1.674 -0.131
H -0.600 -1.859 -1.444
H -1.183 -1.890 0.113
H 1.592 -1.995 -0.975
H 1.041 -2.831 0.400
H 2.961 -1.590 2.175
H 3.460 0.308 3.459
H 2.126 2.450 2.899
H 0.149 2.317 1.286

# 4
# C12H12N8NiO2SSe4

C12H12N8NiO2SSe4 as an isolated structure (ωB97M-V/def2-TZVPD, the OMol25 dataset).

Calculated values
Molar mass   706.88 g/mol
Frontier orbital gap (spin up / spin down)   0.1666 / 0.1672 hartree

Geometry (Å):
Ni -1.240 0.259 -0.326
Se -2.446 2.210 0.832
Se -4.034 2.843 -0.558
Se -2.874 4.113 -2.103
Se -0.935 4.649 -1.162
N 1.189 2.277 0.250
C 1.109 1.320 1.168
N 2.042 1.231 2.113
C 1.872 0.253 2.998
N 2.806 0.103 3.946
N 0.824 -0.604 3.049
C -0.030 -0.439 2.070
N 0.061 0.464 1.097
C -1.251 -1.276 1.992
C -1.619 -2.171 2.978
C -2.835 -2.823 2.846
C -3.632 -2.558 1.745
C -3.182 -1.660 0.790
N -2.012 -1.043 0.913
H 1.905 2.973 0.357
H 0.405 2.460 -0.371
H 3.618 0.693 3.934
H 2.719 -0.643 4.611
H -0.962 -2.326 3.821
H -3.161 -3.524 3.602
H -4.590 -3.040 1.616
H -3.754 -1.421 -0.097
S 0.669 -1.778 -1.141
C 1.547 -1.116 -2.405
N 1.096 0.036 -2.994
C 1.728 0.628 -4.011
C 2.870 0.074 -4.516
C 3.300 -1.104 -3.882
N 2.687 -1.681 -2.880
H 0.232 0.492 -2.566
H 1.280 1.542 -4.378
H 3.407 0.516 -5.339
H 4.206 -1.595 -4.225
O -2.066 0.417 -1.928
O -0.951 1.247 -1.845

# 5
# C12H12O2

A 2-piece molecular cluster, C12H12O2 overall at a distorted geometry (ωB97M-V/def2-TZVPD, the OMol25 dataset).

Calculated values
Molar mass   188.23 g/mol
Relative energy (zero: lowest compared OMol25 entry of this formula, charge and spin)   6.6 kcal per mole
Frontier orbital gap   0.3438 hartree
Structure (SMILES)   Oc1ccccc1.Oc1ccccc1

Geometry (Å):
O 2.982 -7.429 -3.639
C 2.712 -6.216 -4.247
C 2.335 -6.178 -5.618
C 2.030 -4.931 -6.186
C 2.085 -3.748 -5.482
C 2.519 -3.752 -4.101
C 2.808 -5.039 -3.514
H 3.534 -7.364 -2.822
H 2.176 -7.179 -6.039
H 1.715 -5.076 -7.228
H 1.856 -2.771 -5.928
H 2.701 -2.800 -3.585
H 3.060 -5.104 -2.447
O 5.590 -0.096 -4.352
C 6.277 0.552 -3.337
C 5.647 1.118 -2.239
C 6.421 1.930 -1.414
C 7.816 2.064 -1.453
C 8.464 1.397 -2.508
C 7.672 0.661 -3.458
H 6.137 -0.297 -5.150
H 4.562 0.963 -2.169
H 5.758 2.494 -0.744
H 8.277 2.686 -0.675
H 9.555 1.442 -2.624
H 8.098 0.155 -4.335

# 6
# C12H12O2P

An isolated ion of composition C12H12O2P and charge -1 at a distorted geometry (ωB97M-V/def2-TZVPD, the OMol25 dataset).

Calculated values
Molar mass   219.20 g/mol
Relative energy (zero: lowest compared OMol25 entry of this formula, charge and spin)   39.1 kcal per mole
Frontier orbital gap   0.2494 hartree
Structure (SMILES)   [O-]P(O)[C@@]1(c2ccccc2)C=CC=CC1
Total charge   -1

Geometry (Å):
O 1.361 -2.788 -0.857
P 0.985 -2.178 0.485
O 2.503 -1.778 1.128
C 0.547 -0.210 0.157
C -0.946 -0.066 0.118
C -1.720 0.764 0.914
C -3.075 0.527 0.967
C -3.811 -0.453 0.242
C -3.084 -1.071 -0.757
C -1.676 -0.871 -0.743
C 1.215 0.627 1.338
C 2.221 1.462 1.054
C 2.657 1.731 -0.282
C 2.105 1.196 -1.396
C 1.126 0.135 -1.263
H 2.945 -1.321 0.469
H -1.130 1.405 1.458
H -3.715 1.121 1.780
H -4.785 -0.631 0.447
H -3.649 -1.706 -1.332
H -1.061 -1.564 -1.478
H 0.955 0.544 2.297
H 2.586 1.884 1.938
H 3.498 2.539 -0.553
H 2.221 1.335 -2.467
H 0.186 0.117 -1.918
H 1.538 -0.752 -1.746

Number 1: E_tot -28697.23137 eV. Number 2: E_tot -57954.83863 eV. Number 3: E_tot -19707.71315 eV. Number 4: E_tot -341917.43384 eV. Number 5: E_tot -16732.45622 eV. Number 6: E_tot -26021.73429 eV.